3 unconnected molecules or ions with the total composition C4H12O3 in a non-equilibrium geometry, computed with ωB97M-V/def2-TZVPD.

Each line ends with the natural charge from an NBO analysis.
Positions of all 19 atoms, in Å:
C -0.1344 1.8996 1.9284  -0.64
C -0.7311 1.1476 0.7773  -0.25
C -0.7700 -0.1757 0.5815  0.29
C -1.7331 -1.0140 -0.3263  -0.69
O 0.4189 -0.8360 1.2392  -0.78
H 0.0877 2.9061 1.8028  0.22
H 0.7416 1.4093 2.2360  0.22
H -0.8361 1.8187 2.8626  0.21
H -1.1882 1.7204 -0.1026  0.21
H -1.4036 -0.9537 -1.3934  0.27
H -2.7651 -0.6097 -0.1780  0.23
H -1.6548 -2.0913 0.0912  0.23
H 0.2315 -1.0197 2.1531  0.47
O 2.5825 -0.6268 -1.1961  -0.98
H 2.0500 -0.3120 -0.4201  0.50
H 3.5239 -0.3388 -1.0312  0.48
O 0.1442 -0.8380 -3.1156  -0.95
H 0.7646 -0.5984 -2.3636  0.49
H 0.6717 -1.4875 -3.5452  0.47

## Properties
SMILES: C/C=C(/C)O.O.O
Relative energy (zero: lowest compared OMol25 entry of this formula, charge and spin) in kcal per mole: 42.8
Charge: 0
E_HOMO in hartree: -0.32803
Spin multiplicity: 1

2 unconnected molecules or ions with the total composition C4H12O3 in a non-equilibrium geometry, computed with ωB97M-V/def2-TZVPD.

Each line ends with the natural charge from an NBO analysis.
Positions of all 19 atoms, in Å:
O 1.5538 1.9936 2.3064  -0.72
C 1.2385 0.9344 1.3368  -0.07
C -0.1631 0.2993 1.3584  -0.44
C -0.4022 -0.6241 0.1174  -0.43
C -1.8763 -0.6855 -0.3055  -0.05
O -2.0480 -1.2354 -1.5455  -0.72
H 2.1736 1.6174 2.9557  0.47
H 1.9894 0.2060 1.1856  0.17
H 1.3109 1.4953 0.4189  0.17
H -0.8746 1.1481 1.4481  0.21
H -0.4096 -0.1762 2.3211  0.20
H 0.1081 -0.1412 -0.7412  0.22
H -0.1234 -1.7775 0.4221  0.19
H -2.5673 -1.0964 0.4636  0.16
H -2.1519 0.3996 -0.4384  0.17
H -1.6271 -2.1250 -1.6316  0.47
O 1.5713 0.1487 -3.2140  -0.95
H 0.7030 0.4067 -3.4671  0.48
H 1.5950 -0.7877 -2.9906  0.47

## Properties
SMILES: OCCCCO.O
Relative energy (zero: lowest compared OMol25 entry of this formula, charge and spin) in kcal per mole: 34.2
Charge: 0
E_HOMO in hartree: -0.37918
Spin multiplicity: 1

A molecular structure, C4H12O3 in a non-equilibrium geometry, computed with ωB97M-V/def2-TZVPD.

Each line ends with the natural charge from an NBO analysis.
Positions of all 19 atoms, in Å:
C -0.3664 0.0892 -1.5410  -0.15
O 0.3801 -1.0716 -1.7682  -0.17
C 0.4014 0.9274 -0.4650  -0.42
C -0.4570 1.1105 0.7389  0.09
C 0.2179 1.9277 1.8521  -0.64
O -0.7290 -0.2304 1.0781  -0.78
H -1.3967 -0.1121 -1.2540  0.25
H -0.2583 0.5437 -2.5283  0.24
H 0.4554 -1.7179 -0.9384  0.43
H 0.8545 1.8480 -0.8263  0.27
H 1.3177 0.3509 -0.2009  0.23
H -1.4039 1.6317 0.4871  0.19
H -0.2005 1.9297 2.8540  0.25
H 0.2159 2.9836 1.5634  0.24
H 1.2044 1.4566 1.9886  0.22
H -1.3591 -0.3216 1.8063  0.52
H 0.0732 -1.5838 0.4554  0.53
H -0.0239 -3.0406 -0.0603  0.52
O 0.5497 -2.2704 -0.0756  -0.81

## Properties
⟨S²⟩: 0.75
Relative energy (zero: lowest compared OMol25 entry of this formula, charge and spin) in kcal per mole: 44.9
Charge: +1
E_HOMO (spin up / spin down) in hartree: -0.56166 / -0.56154
Spin multiplicity: 2

4 unconnected molecules or ions with the total composition C4H12O4 in a non-equilibrium geometry, computed with ωB97M-V/def2-TZVPD.

Each line ends with the natural charge from an NBO analysis.
Positions of all 20 atoms, in Å:
C -3.0057 -0.5280 0.1126  -0.66
C -2.4680 0.1239 1.3482  -0.19
C -1.3043 0.8551 1.3097  -0.33
C -0.5575 1.2449 0.2257  0.17
O 0.6166 1.8701 0.4682  -0.74
H -2.3109 -0.3679 -0.7089  0.23
H -3.0258 -1.6035 0.2334  0.21
H -2.9093 0.0028 2.3227  0.18
H -0.8328 1.2061 2.2268  0.21
H -0.8017 1.2906 -0.8325  0.17
H 1.3837 1.3731 0.1197  0.54
H 0.1242 -2.0038 -1.0592  0.44
H -4.0184 -0.2051 -0.1334  0.20
O 0.4393 -1.4853 -1.8038  -1.04
H 4.2820 1.2831 0.2319  0.45
H 3.2744 0.1939 -0.4253  0.52
O 3.3718 1.1441 -0.0272  -1.06
H 3.4372 -1.9308 -1.0358  0.43
H 1.4299 -1.3244 -1.5547  0.52
O 2.8754 -1.1392 -1.0181  -1.25

## Properties
⟨S²⟩: 0.78
Relative energy (zero: lowest compared OMol25 entry of this formula, charge and spin) in kcal per mole: 0.0
Charge: -1
E_HOMO (spin up / spin down) in hartree: -0.13167 / -0.17170
Spin multiplicity: 2

A molecular structure, C4H12O4 in a non-equilibrium geometry, computed with ωB97M-V/def2-TZVPD.

Each line ends with the natural charge from an NBO analysis.
Positions of all 20 atoms, in Å:
C 0.0325 2.5897 -1.6564  0.00
O 0.6901 3.6423 -2.2458  -1.01
C 0.9419 1.5508 -0.8018  -0.49
C -0.1976 0.7282 -0.1738  -0.43
C 0.3074 -0.8505 0.0027  -0.03
O -0.7651 -1.5348 0.4668  -0.84
H -0.6064 2.8748 -0.9148  0.09
H -0.3659 1.8836 -2.4239  0.06
H 1.5782 2.1717 -0.2178  0.18
H 1.5434 1.2428 -1.6664  0.19
H -0.5712 1.1191 0.7528  0.19
H -0.9055 0.7575 -0.9697  0.19
H 0.9999 -0.8172 0.7978  0.13
H 0.8333 -1.3341 -0.8614  0.14
H -0.2686 -2.9892 0.6058  0.51
H -0.3033 -4.4746 1.2924  0.44
O 0.0164 -4.0676 0.5193  -1.06
H -0.7863 -0.1815 2.9799  0.42
H -1.0040 -1.2973 1.6362  0.50
O -1.1694 -1.0138 2.8782  -1.17

## Properties
Relative energy (zero: lowest compared OMol25 entry of this formula, charge and spin) in kcal per mole: 44.2
Charge: -2
E_HOMO in hartree: 0.01692
Spin multiplicity: 1

3 unconnected molecules or ions with the total composition C4H12O4 in a non-equilibrium geometry, computed with ωB97M-V/def2-TZVPD.

Each line ends with the natural charge from an NBO analysis.
Positions of all 20 atoms, in Å:
C 2.0841 -0.1357 -1.0104  -0.60
C 0.7540 0.4804 -1.6425  -0.41
C -0.4133 -0.3570 -1.1768  -0.54
C -1.5633 0.4935 -0.6222  0.81
O -2.4429 0.2189 0.1583  -0.57
O -1.9292 1.5614 -1.5011  -0.71
H 2.1185 0.1458 0.0826  0.23
H 2.9913 0.3126 -1.4154  0.21
H 2.0987 -1.1924 -1.2107  0.20
H 0.8913 0.6223 -2.7549  0.21
H 0.6356 1.4699 -1.2276  0.19
H -0.8748 -0.8901 -2.0114  0.25
H -0.1484 -1.2629 -0.5881  0.25
H -1.1006 1.9860 -1.9428  0.48
O -1.6957 -0.4010 2.8769  -0.95
H -1.8008 0.4961 2.4052  0.47
H -2.2628 -0.9707 2.2499  0.48
O 0.8657 -0.7010 2.7527  -0.93
H 0.8615 -1.6270 2.9703  0.47
H 0.9312 -0.2490 3.6081  0.47

## Properties
SMILES: CCCC(=O)O.O.O
Relative energy (zero: lowest compared OMol25 entry of this formula, charge and spin) in kcal per mole: 32.3
Charge: 0
E_HOMO in hartree: -0.36754
Spin multiplicity: 1

4 unconnected molecules or ions with the total composition C4H12O4 in a non-equilibrium geometry, computed with ωB97M-V/def2-TZVPD.

Each line ends with the natural charge from an NBO analysis.
Positions of all 20 atoms, in Å:
C 0.8962 -2.1387 -0.7251  -0.47
C 0.9367 -0.9325 -0.1402  -0.17
C 1.1020 0.3414 -0.8299  -0.40
C 0.6511 1.4450 -0.2319  0.21
O 0.8344 2.7420 -0.5575  -0.66
H 0.3891 -3.0126 -0.3394  0.20
H 1.1740 -2.0667 -1.7666  0.18
H 0.5853 -0.8110 0.8585  0.22
H 1.4576 0.3941 -1.8553  0.20
H 0.1144 1.4611 0.7117  0.20
H 1.4027 2.8289 -1.3358  0.47
O -2.0065 -1.0095 -0.8443  -0.97
H -1.4028 -1.6243 -0.4257  0.50
H -2.0078 -1.1153 -1.7997  0.48
O 1.0685 -0.1566 2.8603  -0.95
H 1.9760 -0.1804 3.1794  0.48
H 0.5360 0.2545 3.5481  0.48
O -2.4298 1.5774 0.0336  -0.97
H -3.3234 1.2159 -0.0472  0.46
H -1.9538 0.7871 -0.2930  0.49

## Properties
SMILES: C=C/C=C/O.O.O.O
Relative energy (zero: lowest compared OMol25 entry of this formula, charge and spin) in kcal per mole: 51.1
Charge: 0
E_HOMO in hartree: -0.29775
Spin multiplicity: 1

3 unconnected molecules or ions with the total composition C4H12O4 in a non-equilibrium geometry, computed with ωB97M-V/def2-TZVPD.

Each line ends with the natural charge from an NBO analysis.
Positions of all 20 atoms, in Å:
O -0.1802 1.6569 -1.6862  -0.54
C -1.2772 1.1754 -1.4467  0.46
C -1.7916 0.6430 -0.1483  -0.56
C -0.7381 0.7165 0.9767  -0.43
C -1.0740 -0.2011 2.1059  -0.07
O -1.7693 -1.3775 1.6792  -0.73
H -2.1252 1.1810 -2.1525  0.10
H -2.6658 1.2043 0.1152  0.24
H -2.1728 -0.4082 -0.0402  0.27
H 0.3818 0.3900 0.7344  0.21
H -0.6130 1.7119 1.2489  0.22
H -1.6798 0.4220 2.7623  0.18
H -0.2109 -0.6120 2.6559  0.18
H -1.2855 -1.8481 0.8914  0.47
O 2.4132 -2.3631 -1.3580  -0.99
H 2.9737 -1.4827 -1.1873  0.50
H 1.5534 -2.1463 -0.8995  0.45
O 3.3311 0.1542 -1.1761  -0.96
H 4.2308 0.4785 -1.3572  0.49
H 2.6995 0.7054 -1.7180  0.50

## Properties
SMILES: O=CCCCO.O.O
Relative energy (zero: lowest compared OMol25 entry of this formula, charge and spin) in kcal per mole: 54.4
Charge: 0
E_HOMO in hartree: -0.37761
Spin multiplicity: 1

A molecular structure, C4H12O7Zn in a non-equilibrium geometry, computed with ωB97M-V/def2-TZVPD.

Each line ends with the natural charge from an NBO analysis.
Positions of all 24 atoms, in Å:
Zn -1.7023 2.4073 -3.5051  1.73
C -0.7953 5.8093 -5.2301  -0.73
C 0.1761 4.7607 -4.6872  0.80
O -0.3535 3.6898 -4.2064  -0.97
O 1.3869 4.9696 -4.7828  -0.69
H -0.8894 5.6935 -6.3093  0.22
H -0.3734 6.7959 -5.0345  0.22
H -1.7714 5.7533 -4.7508  0.21
C -4.6521 4.4119 -5.1518  -0.72
C -3.5411 3.6040 -4.5285  0.78
O -3.0530 2.5984 -5.1367  -0.82
O -3.1985 3.8368 -3.3342  -0.81
H -4.7356 4.2146 -6.2171  0.23
H -4.4385 5.4751 -5.0336  0.23
H -5.5906 4.1655 -4.6601  0.23
O -0.3416 0.9266 -4.2336  -0.97
H -0.4788 0.2990 -4.9497  0.50
H 0.4891 0.6871 -3.8127  0.50
O -2.8854 0.7646 -2.8735  -0.97
H -2.5669 0.2057 -2.1567  0.49
H -3.3850 0.1880 -3.4617  0.51
O -0.6211 2.5537 -1.7463  -0.99
H -0.7376 2.1690 -0.8726  0.50
H 0.2615 2.9457 -1.7801  0.53

## Properties
Relative energy (zero: lowest compared OMol25 entry of this formula, charge and spin) in kcal per mole: 23.2
Charge: 0
E_HOMO in hartree: -0.29517
Spin multiplicity: 1

2 unconnected molecules or ions with the total composition C4H12OS in a non-equilibrium geometry, computed with ωB97M-V/def2-TZVPD.

Each line ends with the natural charge from an NBO analysis.
Positions of all 18 atoms, in Å:
C 0.2870 -0.2006 2.2465  -0.61
C 0.0349 0.5725 0.9379  -0.40
C 0.2448 -0.2801 -0.3425  -0.71
S 1.0447 0.5126 -1.7145  -0.07
C 0.1917 2.1042 -1.8344  -0.78
H -0.3083 -1.1104 2.2717  0.21
H -0.0155 0.4334 3.0789  0.19
H 1.3542 -0.4096 2.3094  0.20
H -0.9007 1.1315 0.9808  0.19
H 0.8240 1.3412 0.9024  0.19
H 0.7826 -1.1686 -0.0147  0.22
H -0.7546 -0.6239 -0.6213  0.22
H -0.8735 2.0487 -2.0456  0.20
H 0.6490 2.7592 -2.5713  0.22
H 0.2643 2.5926 -0.8562  0.20
H -0.1954 -2.9561 -0.8781  0.37
H -1.5597 -3.5272 -1.3114  0.38
O -1.0694 -3.2194 -0.5377  -1.23

## Properties
⟨S²⟩: 0.75
Relative energy (zero: lowest compared OMol25 entry of this formula, charge and spin) in kcal per mole: 1.2
Charge: -1
E_HOMO (spin up / spin down) in hartree: 0.03750 / -0.19098
Spin multiplicity: 2